(a)
An isolated molecule of C5H14N2O, computed with the ωB97M-V functional and the def2-TZVPD basis.

Each line ends with the natural charge from an NBO analysis.
Element x y z (Å)
H: 0.7385 -1.6981 0.2489  0.464
N: -2.2886 -0.4543 0.9366  -0.845
H: -0.3278 -1.1762 -1.5886  0.160
C: 1.1920 0.9519 -0.3061  -0.226
H: 1.1391 0.7682 -2.4859  0.206
C: 1.3871 0.1740 -1.6019  -0.437
C: -1.2773 0.0432 1.8794  -0.225
H: -3.1158 0.0982 1.0692  0.354
H: 1.7803 1.8746 -0.2152  0.185
H: 1.0406 -1.7584 -2.5653  0.187
H: 1.5973 0.3396 0.5010  0.189
H: -1.8751 -0.4290 0.0192  0.373
O: 1.1527 -2.0322 -0.5565  -0.727
C: 0.7752 -1.2168 -1.6644  -0.056
C: -0.5669 1.3204 1.3455  -0.238
H: 0.3145 1.5454 1.9467  0.179
H: -0.5172 -0.7332 2.0439  0.163
H: -1.3023 2.1359 1.4274  0.183
N: -0.2543 1.2039 -0.0882  -0.662
H: -0.5816 2.0082 -0.6068  0.369
H: 2.4652 -0.0141 -1.7096  0.207
H: -1.7730 0.2086 2.8357  0.197

SMILES string = NCCNCCCO

(b)
An isolated molecule of C5H14N2O, computed with the ωB97M-V functional and the def2-TZVPD basis.

Each line ends with the natural charge from an NBO analysis.
Element x y z (Å)
H: 0.0425 -1.6111 -3.4649  0.361
C: -0.0721 0.0639 -0.4210  -0.434
C: 1.4556 -1.6648 -1.8304  -0.196
H: -1.0821 0.2543 -0.7999  0.207
C: 0.4951 -1.4011 -0.5610  -0.433
N: 0.9101 -1.9506 -3.1307  -0.844
H: 2.1593 -2.5815 -1.6128  0.190
H: 2.2027 -0.7395 -1.8521  0.172
C: -0.1538 0.5668 1.0469  -0.041
C: -0.3492 2.1334 0.9846  -0.071
H: 0.6591 2.4927 0.9882  0.154
H: -0.8576 -1.0839 2.0448  0.382
H: -0.3512 -2.1528 -0.7011  0.199
H: -0.8466 2.6728 0.1952  0.172
H: 1.1158 -1.7590 0.2421  0.209
H: 0.4376 0.8245 -0.9465  0.207
H: -1.1709 1.8259 2.7621  0.486
H: -2.0278 0.0577 1.5667  0.358
N: -1.1752 -0.1205 1.8217  -0.869
H: 0.7065 -2.9326 -3.1360  0.347
O: -1.0270 2.5722 2.1017  -0.738
H: 0.8306 0.4635 1.7496  0.183

SMILES string = NCCC[C@H](N)CO

(c)
A cluster of 2 separate species, C5H14N2O in total, computed with the ωB97M-V functional and the def2-TZVPD basis.

Each line ends with the natural charge from an NBO analysis.
Element x y z (Å)
C: -0.9256 -0.6963 -1.3650  -0.637
H: 0.6263 -2.1200 0.3397  0.196
H: -2.4910 0.9659 1.2315  0.219
H: -3.1227 0.6001 -0.3830  0.206
N: 2.4477 1.3262 0.1266  -0.703
H: 2.5939 -0.6999 0.2783  0.325
O: -0.5927 1.5439 -0.5352  -0.740
H: -1.5572 -0.3082 -2.1659  0.208
C: -0.9940 0.2269 -0.1487  0.219
H: 0.0987 -0.7665 -1.7263  0.217
H: -2.7320 -0.7128 0.7378  0.219
C: 0.0060 -0.2084 0.9976  -0.173
H: 1.4594 1.5023 -0.0656  0.371
H: 2.7889 1.5783 1.0506  0.352
H: 0.9631 -1.7403 2.0795  0.208
N: 3.0140 0.0721 -0.2492  -0.663
C: -2.4295 0.2736 0.3940  -0.626
C: 0.5330 -1.4128 1.1474  -0.429
H: -1.1851 1.8760 -1.2202  0.473
H: -1.2790 -1.6939 -1.1177  0.216
H: -0.0338 0.4816 1.8292  0.204
H: 2.8115 -0.0878 -1.2353  0.339

SMILES string = C=CC(C)(C)O.NN

(d)
An isolated molecule of C5H14N2O, computed with the ωB97M-V functional and the def2-TZVPD basis.

Each line ends with the natural charge from an NBO analysis.
Element x y z (Å)
H: 2.0607 0.9127 -1.0715  0.208
H: -0.8882 -0.6835 -1.6925  0.205
C: -2.1121 -1.3609 -0.0091  -0.632
H: 0.1744 1.8797 -1.3076  0.359
N: -0.4351 2.1429 -0.5467  -0.859
H: -1.3925 -1.9498 0.5602  0.206
H: 0.3831 -0.8936 -0.4676  0.182
H: -0.0255 0.0090 1.8672  0.380
H: -1.5157 1.3717 1.0349  0.188
C: -0.7449 1.0672 0.3244  0.178
H: -2.8034 -0.9166 0.7085  0.203
H: 3.0058 0.6444 0.3852  0.207
H: 2.9354 -0.6152 -0.8726  0.217
C: -1.4173 -0.2809 -0.8257  -0.486
H: -2.1537 0.3523 -1.3224  0.209
C: 1.1643 -0.4803 0.3303  0.234
C: 2.3641 0.1544 -0.3539  -0.640
H: -0.0684 2.9571 -0.0658  0.366
H: -2.6840 -2.0380 -0.6438  0.212
O: 1.5352 -1.5189 1.1973  -0.716
H: 2.2846 -1.2270 1.7314  0.467
N: 0.3331 0.4734 1.0396  -0.686

SMILES string = CC[C@H](N)N[C@@H](C)O

So which one is most stable? That would be (a), about 0.864 eV below the next structure.

(a)
An isolated molecule of C5H14N2O, computed with the ωB97M-V functional and the def2-TZVPD basis.

Each line ends with the natural charge from an NBO analysis.
Element x y z (Å)
H: -0.2574 -2.1854 -1.5082  0.158
C: -0.0408 -1.1314 -1.5904  0.098
H: -0.7737 2.8276 -0.7009  0.216
O: -0.4304 -0.8519 -2.9472  -0.776
H: 0.1989 -0.8562 -3.6589  0.482
H: -1.4036 2.5109 0.8460  0.206
H: 1.0056 -0.9087 -1.3991  0.172
H: 1.5856 -1.9595 2.3647  0.193
N: -0.9896 -0.3682 -0.7614  -0.647
C: -0.3729 0.8064 -0.1797  -0.073
H: -0.0624 1.4893 1.9003  0.182
H: -0.6526 -0.1786 1.8293  0.181
C: 1.3874 -1.4451 1.4357  -0.436
H: 1.5948 0.3664 2.4445  0.354
H: 2.1440 -1.7725 0.7062  0.183
C: -1.3089 2.0657 -0.1382  -0.623
H: -2.3104 1.9679 -0.5504  0.212
H: -1.7934 -0.2141 -1.3445  0.387
H: 0.4710 -1.7874 0.9340  0.198
C: -0.0183 0.5676 1.3365  -0.214
H: 0.6376 1.0411 -0.5357  0.193
N: 1.3896 0.0161 1.5172  -0.645

SMILES string = CNC[C@H](C)NCO

(b)
A structure of composition C5H14N2O, computed with the ωB97M-V functional and the def2-TZVPD basis.

Each line ends with the natural charge from an NBO analysis.
Element x y z (Å)
H: -0.8495 -1.9259 -1.7088  0.201
C: -0.4131 -1.6695 -0.7509  -0.844
C: 0.2828 1.9663 0.0239  -0.419
H: -2.2742 -0.2080 1.7384  0.198
H: 1.1298 2.6506 0.0553  0.183
C: 2.0034 -0.4372 -0.3519  0.163
C: -1.4931 -0.8780 1.3657  -0.658
H: -0.1135 2.0373 -0.9898  0.195
H: -0.7314 -0.9330 2.1441  0.200
C: -0.9234 -0.5419 -0.0168  0.311
H: -2.4013 0.8791 -0.3078  0.352
H: -1.6510 0.3504 -1.6948  0.365
O: 3.1210 0.3822 -0.1996  -0.709
H: 2.1314 -1.2402 0.3693  0.200
H: -1.9408 -1.8696 1.3312  0.240
N: -1.9679 0.0931 -0.7706  -0.823
H: 0.9631 0.5357 1.2363  0.360
H: -0.4797 2.2952 0.7435  0.211
N: 0.6657 0.5865 0.2627  -0.586
H: 1.7703 -0.6529 -1.3902  0.212
H: 0.0632 -2.4635 -0.1861  0.178
H: 3.1082 1.0431 -0.9031  0.471

(c)
An isolated molecule of C5H14N2O, computed with the ωB97M-V functional and the def2-TZVPD basis.

Each line ends with the natural charge from an NBO analysis.
Element x y z (Å)
C: -0.6928 -0.2257 -0.7397  -0.223
H: -2.6386 0.3369 -0.1381  0.177
N: 2.7438 -0.0335 1.6621  -0.898
H: 1.6212 -1.0676 -0.3902  0.162
H: -1.0375 -1.1386 -1.2325  0.192
C: -1.8181 0.8126 -0.6781  0.086
H: 2.5615 0.6606 2.3305  0.392
H: -2.4451 2.3259 -2.1418  0.231
C: -2.2802 1.2562 -2.0443  -0.642
H: 3.5172 -0.1833 1.0280  0.384
H: 1.2358 -1.0698 2.5633  0.188
H: -0.4532 2.0776 -0.0041  0.464
H: -1.6085 0.8961 -2.8300  0.204
H: -3.2452 0.8059 -2.2970  0.214
H: 0.6471 -2.4177 0.3863  0.185
N: -0.1247 -0.5145 0.5363  -0.649
H: 0.0768 0.1313 -1.4708  0.140
H: -0.0784 0.2387 1.1985  0.378
C: 1.9156 -1.2351 1.7151  -0.224
C: 1.0323 -1.3990 0.4853  -0.218
O: -1.3932 1.8974 0.1413  -0.723
H: 2.4643 -2.1544 1.9199  0.181

SMILES string = C[C@H](O)CNCCN

(d)
An isolated molecule of C5H14N2O, computed with the ωB97M-V functional and the def2-TZVPD basis.

Each line ends with the natural charge from an NBO analysis.
Element x y z (Å)
H: -0.2724 -1.2307 2.0283  0.200
C: 0.0360 2.1606 -0.1983  -0.415
H: 3.3635 0.0680 -0.4378  0.480
H: -0.1831 3.0569 0.3927  0.191
H: -1.4797 -2.1001 1.0716  0.213
H: 1.0813 2.2035 -0.5132  0.191
O: 2.4622 0.1543 -0.0897  -0.741
H: 2.1825 -1.5014 -1.2091  0.162
H: -0.1979 -2.0341 -0.9710  0.219
H: -2.5334 0.7363 0.0866  0.362
N: -0.2176 0.9888 0.6150  -0.681
C: 1.7043 -1.0017 -0.3620  -0.056
C: -0.7933 -0.2570 0.1261  0.253
H: 1.7477 -1.6498 0.5126  0.155
H: -0.5813 2.2205 -1.0977  0.186
C: -1.1369 -1.1035 1.3678  -0.605
H: 0.4830 0.8451 1.3389  0.372
H: -1.8773 0.5459 -1.3895  0.348
N: -2.0540 0.0677 -0.5128  -0.832
H: -1.9222 -0.6318 1.9737  0.219
H: 0.0735 -0.5497 -1.8678  0.202
C: 0.1154 -0.9876 -0.8643  -0.424

SMILES string = CN[C@@](C)(N)CCO

So which one is most stable? That would be (d), about 0.077 eV below the next structure.